The following is a DFT calculation (ωB97M-V/def2-TZVPD) of C15H11N2OsS5 as an isolated structure in a non-equilibrium geometry.

The charge is +1. The max |F| is 2.284 eV/A. The calculation puts the HOMO-LUMO gap (spin up / spin down) at 4.916 / 4.901 eV.

Structure (XYZ):
```
34
Properties=species:S:1:pos:R:3:forces:R:3
Os 0.0602 -0.0980 0.1613 -2.3 -0.2 -0.1
C 3.0135 -1.0017 -0.2451 0.4 -0.8 -0.2
N 2.0556 0.0694 -0.1345 -0.2 0.0 0.2
C 2.4558 1.2979 -0.3492 -0.2 0.6 0.0
C 1.4765 2.3001 -0.3136 0.6 0.9 0.0
C 1.4603 3.6983 -0.4091 0.3 -1.0 0.0
C 0.1393 4.0907 -0.2233 -0.8 -0.7 0.2
C -0.6159 2.9263 -0.0344 -0.4 1.5 -0.1
N 0.1709 1.8505 -0.0951 0.6 -1.4 0.3
C 2.8662 -1.7989 -1.5261 0.0 0.1 -0.1
C 4.0026 -2.1525 -2.2411 -0.1 0.0 0.1
C 3.9103 -3.0177 -3.3171 0.0 -0.1 -0.1
C 2.6851 -3.5396 -3.6907 0.0 0.0 0.0
C 1.5371 -3.1343 -3.0281 0.0 -0.1 0.0
C 1.6305 -2.2577 -1.9630 -0.3 0.2 0.2
H 2.8668 -1.6903 0.5962 0.1 0.2 0.0
H 4.0349 -0.6113 -0.1967 -0.1 0.0 0.1
H 3.5003 1.5311 -0.5316 0.0 -0.1 0.0
H 2.2989 4.3371 -0.5925 0.3 0.1 -0.1
H -0.2459 5.0909 -0.2185 -0.1 0.2 0.0
H -1.6751 2.8482 0.1398 -0.1 0.0 0.0
H 4.9667 -1.7645 -1.9523 0.2 0.0 0.1
H 4.8014 -3.2927 -3.8581 0.1 0.0 -0.1
H 2.6200 -4.2508 -4.4996 0.0 0.0 -0.1
H 0.5765 -3.5196 -3.3361 -0.1 0.0 0.0
H 0.7103 -1.9275 -1.4614 0.3 -0.2 -0.3
S -5.1697 -5.0538 -0.1944 0.8 0.8 0.2
C -4.0310 -3.8938 0.0455 -1.1 -1.0 -0.3
S -2.4275 -4.2617 0.6399 0.1 0.5 0.0
C -1.8219 -2.6323 0.5609 0.4 -0.2 0.4
C -2.7057 -1.6722 0.1006 -0.4 1.0 -0.4
S -2.2783 -0.0272 -0.0840 1.7 -1.2 0.5
S -4.3129 -2.2068 -0.2954 0.2 -0.2 0.1
S -0.2240 -2.2737 1.0697 -0.1 1.0 -0.5
```
Forces are in eV/Å.